79
Properties=species:S:1:pos:R:3:lowdin_charge:R:1 method="wB97M-V/def2-TZVPD" e_homo_ev=-0.203 fmax_ev_per_a=0.3 lumo_energy_ev=4.311 orbital_gap_ev=4.51 e_tot_ev=-105058.8107 total_charge=-2
H 1.50075 -3.31915 -1.01589 0.076
C 3.97716 1.09217 -1.97929 -0.048
H 3.74208 -1.50697 -1.03319 0.080
H -3.28042 -5.47137 -1.30228 0.104
H 0.98399 -1.23144 7.99076 0.117
H 5.64723 -1.69048 6.56375 0.072
H 4.56332 2.74821 -3.21307 0.096
C 3.73711 2.19125 -2.78563 -0.077
H 0.36396 3.75289 3.23443 0.096
C -1.20087 3.00901 0.28284 -0.815
C -0.06472 -1.09195 5.62279 -0.154
C -0.04606 2.13199 -2.75514 -0.426
C 5.36969 -0.63324 6.55377 -0.055
H 1.78901 5.12690 1.71458 0.085
C 2.55507 -0.36409 2.21806 -0.920
H -0.79648 -1.10517 6.41874 0.071
H 2.19512 3.42824 -3.65569 0.099
H 0.40690 -4.67826 -2.35070 0.105
C 1.48871 0.71198 4.08287 -0.103
N 1.54076 -4.01776 -0.26367 0.199
Tl -0.42853 -0.25588 0.49742 0.724
C 3.09676 -0.77843 -0.53992 -0.421
C 0.55849 -4.91060 -0.35214 -0.482
H 5.72312 -0.18947 7.48816 0.063
H -2.30108 -1.83435 -3.25231 0.145
C 3.03032 -0.72985 7.53818 -0.059
H -1.33342 -6.71189 -1.13883 0.102
N 0.10176 -5.26001 -1.56218 0.085
H -2.20929 -4.36691 -0.48233 0.093
C 1.70463 -0.87486 7.26320 -0.077
C 2.43058 2.56959 -3.04013 -0.048
H 2.13801 -1.24921 -0.33740 0.011
C -2.71156 -3.79866 -2.52583 -0.157
H -2.13441 -2.30062 -0.36288 -0.016
H -1.43710 -1.86281 4.35300 0.065
N 3.41367 -0.14652 5.25410 0.178
C 0.95903 4.54978 1.32574 -0.126
C 0.21405 -1.88269 3.14776 -1.057
C -1.23245 -5.81130 -1.75187 -0.180
H 5.86333 -0.15506 5.71033 0.070
C 2.04902 0.01664 5.10530 -0.323
N 1.63549 0.79003 -1.67047 0.148
S -0.56428 3.81428 -2.32125 0.858
H -3.13427 -1.28737 -1.19447 0.076
N -2.22028 -1.72164 -1.19346 0.005
C 1.39966 1.82854 -2.47080 -0.325
H -0.68623 1.42532 -2.22704 0.022
S 1.94543 -1.97564 2.73920 0.796
H -0.24137 2.04290 -3.82683 0.078
N 0.08326 -5.47651 0.77327 0.134
C -1.95684 -2.45555 -2.41957 -0.300
H 2.39514 1.72284 2.30852 0.091
N 1.22668 -0.65925 6.02646 -0.033
H -1.49416 2.43821 2.32269 0.088
O 0.36568 -2.15766 -1.87282 -0.081
H 1.66708 -3.59529 0.65894 0.039
C -0.35383 3.76971 -0.55874 -0.570
C -0.38172 -1.60055 4.38023 -0.297
H -0.78854 -5.97019 0.66592 0.079
O -0.15886 -3.44035 -3.62825 -0.067
C -0.88369 3.03830 1.65882 -0.176
H -2.52080 -4.22301 -3.51394 0.103
H -0.01107 -4.75570 1.53089 -0.027
H -1.28141 -6.14302 -2.78961 0.119
C 3.87950 -0.48343 6.41202 -0.366
C 0.69661 4.52206 -0.03354 -0.143
H 4.98530 0.76828 -1.75232 0.104
C -0.44526 -2.67618 -2.66638 -0.647
S -0.81888 -2.81706 1.99008 0.337
H 0.44872 1.00190 4.16988 0.103
S 3.87246 -0.32746 1.05056 0.862
H -3.78104 -3.57189 -2.46651 0.103
C -2.39159 -4.84899 -1.44978 -0.167
S -2.51283 2.01443 -0.27779 0.376
C 0.15965 3.78496 2.16983 -0.119
H 1.32540 5.07384 -0.72280 0.084
H 3.42051 -0.90004 8.53115 0.079
C 2.89119 0.41580 -1.43133 -0.333
C 2.19276 0.78591 2.82121 -0.224